(1)
Computed, not measured: a structure of composition C36H43As2IrN4O12PTe at a distorted geometry, with ωB97M-V/def2-TZVPD.

Properties
HOMO level (spin up / spin down): -3.8 / -3.7 eV
strongest force on any atom: 1.23 eV Å⁻¹
frontier orbital gap (spin up / spin down): 4.503 / 4.455 eV
energy above the lowest of the compared OMol25 structures with the same formula, charge and spin: 0.00 kcal/mol
charge: -1
LUMO energy (spin up / spin down): 0.7 / 0.7 eV

Element x y z (Å)
Ir: 0.618 0.274 0.013
O: -3.100 1.843 -0.310
C: -2.071 1.174 -0.336
N: -0.838 1.570 0.012
C: -0.560 2.884 0.544
C: 0.925 2.991 0.826
C: 1.507 4.193 1.189
C: 2.874 4.254 1.402
C: 3.631 3.106 1.244
C: 2.997 1.937 0.875
N: 1.676 1.878 0.686
C: -2.072 -0.278 -0.787
C: -3.191 -0.867 -1.326
C: -3.130 -2.210 -1.686
C: -1.954 -2.907 -1.485
C: -0.859 -2.243 -0.950
N: -0.925 -0.964 -0.609
H: -1.125 3.062 1.467
H: -0.850 3.669 -0.163
H: 0.883 5.071 1.293
H: 3.342 5.191 1.673
H: 4.703 3.109 1.376
H: 3.534 1.013 0.719
H: -4.080 -0.265 -1.453
H: -3.992 -2.699 -2.120
H: -1.864 -3.954 -1.734
H: 0.097 -2.723 -0.791
C: -4.906 0.398 2.070
O: -3.776 -0.489 2.092
C: -4.024 -1.761 2.398
O: -5.120 -2.168 2.714
C: -2.794 -2.615 2.205
C: -2.871 -3.921 2.534
As: -3.856 -4.277 4.187
C: -2.605 -5.536 5.041
C: -2.912 -2.698 5.059
C: -2.001 -1.850 4.574
As: -1.160 -1.612 2.706
C: 0.146 -3.029 3.015
C: -1.275 -0.878 5.463
O: -0.115 -1.036 5.721
O: -1.922 0.214 5.922
C: -3.099 0.680 5.265
C: -3.189 -2.688 6.543
O: -2.334 -2.877 7.362
O: -4.465 -2.528 6.963
C: -5.507 -2.046 6.109
C: -1.949 -4.899 1.871
O: -1.220 -4.648 0.948
O: -2.162 -6.154 2.307
C: -1.379 -7.155 1.649
H: -4.620 1.216 1.417
H: -5.106 0.757 3.081
H: -5.785 -0.124 1.699
H: -2.861 -6.552 4.752
H: -2.749 -5.417 6.116
H: -1.564 -5.332 4.803
H: -0.298 -3.902 3.488
H: 0.894 -2.600 3.678
H: 0.611 -3.295 2.069
H: -3.541 1.414 5.934
H: -3.812 -0.119 5.077
H: -2.835 1.155 4.318
H: -5.947 -1.178 6.600
H: -6.258 -2.826 6.000
H: -5.153 -1.766 5.121
H: -1.580 -8.081 2.178
H: -0.321 -6.905 1.696
H: -1.675 -7.241 0.604
C: 1.811 -2.301 -6.153
C: 1.028 -1.040 -5.838
O: 1.832 -0.068 -5.168
P: 1.948 -0.134 -3.542
O: 0.719 -0.726 -2.958
Te: 2.708 2.019 -2.899
O: 3.122 -1.238 -3.326
C: 4.443 -0.997 -3.802
C: 5.268 -2.233 -3.516
H: 1.172 -3.023 -6.668
H: 2.174 -2.756 -5.231
H: 2.668 -2.077 -6.791
H: 0.157 -1.272 -5.222
H: 0.689 -0.556 -6.757
H: 4.852 -0.119 -3.296
H: 4.414 -0.780 -4.874
H: 5.315 -2.418 -2.443
H: 6.284 -2.102 -3.894
H: 4.827 -3.109 -3.996
N: 1.840 -1.048 0.408
C: 2.798 -1.470 1.234
C: 3.766 -2.415 0.806
C: 4.753 -2.852 1.666
C: 4.817 -2.412 2.988
C: 3.869 -1.492 3.424
C: 2.894 -1.006 2.572
H: 3.705 -2.775 -0.213
H: 5.481 -3.571 1.305
H: 5.588 -2.771 3.657
H: 3.895 -1.135 4.448
H: 2.162 -0.284 2.917


(2)
Computed, not measured: a structure of composition C36H43AuN5O2 at a distorted geometry, with ωB97M-V/def2-TZVPD.

Properties
HOMO level (spin up / spin down): -10.6 / -10.6 eV
strongest force on any atom: 3.08 eV Å⁻¹
spin multiplicity: 3
frontier orbital gap (spin up / spin down): 6.707 / 5.104 eV
charge: +1
LUMO energy (spin up / spin down): -3.9 / -5.5 eV

Element x y z (Å)
Au: 0.634 -0.196 0.107
C: 5.348 -3.379 0.414
C: 3.988 -2.665 0.610
C: 3.985 -1.436 -0.248
C: 2.806 -3.538 0.225
C: 2.967 -4.691 -0.598
C: 1.877 -5.416 -1.059
C: 0.606 -4.952 -0.797
C: 0.420 -3.762 -0.101
C: -0.928 -3.098 -0.019
C: -1.973 -3.544 -1.074
C: -1.563 -3.169 1.375
C: 1.494 -3.092 0.455
N: 1.255 -1.875 1.147
C: 1.559 -1.706 2.489
O: 1.841 -2.585 3.322
C: 1.572 -0.244 2.859
C: 1.858 0.308 4.092
C: 1.850 1.737 4.197
C: 1.531 2.549 3.155
C: 1.243 1.939 1.932
N: 1.272 0.621 1.861
C: 0.785 2.720 0.729
O: 0.606 3.989 0.945
N: 0.473 2.056 -0.364
C: 0.132 2.705 -1.587
C: 0.555 2.174 -2.880
C: 0.169 2.829 -4.047
C: -0.645 3.984 -4.066
C: -1.053 4.536 -2.873
C: -0.812 3.820 -1.678
C: -1.396 4.369 -0.462
C: -2.349 3.399 0.247
C: -1.998 5.761 -0.403
C: 1.503 1.023 -3.011
C: 2.960 1.413 -2.695
C: 1.519 0.371 -4.399
H: 6.192 -2.739 0.708
H: 5.531 -3.604 -0.718
H: 5.375 -4.332 0.971
H: 3.903 -2.397 1.719
H: 4.017 -1.697 -1.344
H: 4.891 -0.908 -0.050
H: 3.125 -0.791 -0.053
H: 3.988 -5.032 -0.801
H: 2.033 -6.243 -1.716
H: -0.297 -5.461 -1.194
H: -0.774 -2.003 -0.182
H: -2.454 -4.489 -0.822
H: -1.472 -3.492 -2.121
H: -2.746 -2.755 -1.008
H: -1.855 -4.183 1.648
H: -2.480 -2.530 1.374
H: -0.871 -2.841 2.135
H: 2.189 -0.248 4.958
H: 2.032 2.165 5.156
H: 1.621 3.621 3.278
H: 0.595 2.400 -4.956
H: -0.889 4.455 -5.021
H: -1.654 5.459 -2.789
H: -0.377 4.305 0.330
H: -3.362 3.431 -0.224
H: -2.508 3.604 1.293
H: -2.034 2.370 0.172
H: -2.831 5.843 -1.103
H: -1.210 6.531 -0.720
H: -2.319 6.056 0.606
H: 1.168 0.313 -2.260
H: 3.246 2.236 -3.459
H: 3.651 0.548 -2.782
H: 3.157 1.892 -1.709
H: 2.132 0.846 -5.198
H: 0.493 0.385 -4.765
H: 1.930 -0.676 -4.348
N: -3.148 0.367 3.291
C: -4.293 0.118 2.525
C: -5.185 -0.909 2.958
C: -6.240 -1.226 2.141
C: -6.324 -0.533 0.920
C: -5.405 0.387 0.576
N: -4.372 0.759 1.374
H: -3.221 0.256 4.332
H: -2.580 1.167 2.952
H: -5.037 -1.536 3.852
H: -6.990 -2.010 2.436
H: -7.085 -0.789 0.179
H: -5.348 0.955 -0.344


(3)
Computed, not measured: a structure of composition C36H43BrN4OTeZn, with ωB97M-V/def2-TZVPD.

Properties
HOMO level (spin up / spin down): -3.3 / -4.1 eV
strongest force on any atom: 0.43 eV Å⁻¹
spin multiplicity: 2
frontier orbital gap (spin up / spin down): 5.473 / 6.292 eV
energy above the lowest of the compared OMol25 structures with the same formula, charge and spin: 13.16 kcal/mol
charge: -1
LUMO energy (spin up / spin down): 2.2 / 2.2 eV

Element x y z (Å)
Zn: 2.411 0.309 0.415
Br: 6.663 -0.083 -5.578
C: 5.983 -0.095 -3.802
C: 4.614 -0.002 -3.590
C: 4.126 -0.012 -2.299
C: 4.983 -0.115 -1.191
C: 6.362 -0.205 -1.439
C: 6.855 -0.195 -2.735
N: 4.396 -0.129 0.060
C: 5.103 -0.277 1.182
C: 4.426 -0.292 2.425
C: 5.080 -0.477 3.668
C: 4.344 -0.510 4.819
C: 2.946 -0.363 4.761
C: 2.373 -0.176 3.521
N: 3.072 -0.129 2.391
H: 3.933 0.081 -4.426
H: 3.058 0.067 -2.132
H: 7.067 -0.279 -0.625
H: 7.921 -0.265 -2.908
H: 6.180 -0.396 1.187
H: 6.156 -0.596 3.687
H: 4.839 -0.651 5.773
H: 2.330 -0.394 5.648
H: 1.299 -0.060 3.411
C: 0.410 2.672 1.632
C: 1.046 3.008 0.272
C: 1.386 4.503 0.233
C: 0.046 2.691 -0.853
N: 2.211 2.223 0.005
H: -0.485 3.269 1.836
H: 1.131 2.850 2.434
H: 0.127 1.616 1.663
H: 0.504 5.129 0.405
H: 1.817 4.757 -0.736
H: 2.128 4.739 0.998
H: -0.871 3.279 -0.740
H: -0.214 1.631 -0.837
H: 0.492 2.920 -1.823
C: 2.603 -3.011 0.204
C: 1.198 -2.421 0.249
O: 0.228 -3.178 0.458
N: 1.087 -1.119 -0.005
Te: -1.150 -0.753 0.582
C: -2.780 0.744 0.702
C: -3.169 1.160 1.981
C: -2.525 0.689 3.262
C: -4.215 2.076 2.118
C: -4.866 2.611 1.023
C: -5.980 3.610 1.181
C: -4.436 2.223 -0.240
C: -3.404 1.311 -0.421
C: -2.995 0.975 -1.827
C: -2.213 -1.945 -0.813
C: -3.412 -2.534 -0.410
C: -4.005 -2.423 0.970
C: -4.127 -3.309 -1.327
C: -3.682 -3.515 -2.618
C: -4.479 -4.329 -3.601
C: -2.480 -2.926 -2.991
C: -1.734 -2.146 -2.118
C: -0.456 -1.549 -2.629
H: 2.555 -4.056 0.504
H: 3.291 -2.467 0.849
H: 2.999 -2.946 -0.812
H: -1.483 0.411 3.146
H: -3.042 -0.186 3.668
H: -2.576 1.480 4.011
H: -4.510 2.387 3.116
H: -6.239 3.748 2.231
H: -6.879 3.290 0.651
H: -5.696 4.585 0.777
H: -4.914 2.648 -1.118
H: -3.464 1.664 -2.530
H: -3.282 -0.041 -2.102
H: -1.913 1.050 -1.948
H: -3.582 -1.621 1.565
H: -3.851 -3.356 1.517
H: -5.081 -2.249 0.896
H: -5.062 -3.761 -1.008
H: -5.352 -4.774 -3.123
H: -3.881 -5.135 -4.029
H: -4.829 -3.708 -4.429
H: -2.109 -3.072 -4.001
H: -0.420 -1.628 -3.716
H: 0.412 -2.051 -2.204
H: -0.352 -0.499 -2.351


(4)
Computed, not measured: a structure of composition C36H43BrN4OTeZn, with ωB97M-V/def2-TZVPD.

Properties
HOMO level (spin up / spin down): -4.8 / -3.4 eV
strongest force on any atom: 0.16 eV Å⁻¹
spin multiplicity: 2
frontier orbital gap (spin up / spin down): 6.908 / 5.835 eV
energy above the lowest of the compared OMol25 structures with the same formula, charge and spin: 0.00 kcal/mol
charge: -1
LUMO energy (spin up / spin down): 2.1 / 2.4 eV

Element x y z (Å)
Zn: 2.745 0.755 0.335
Br: 7.745 -0.088 -5.068
C: 6.823 -0.012 -3.405
C: 5.488 0.362 -3.374
C: 4.825 0.414 -2.164
C: 5.471 0.094 -0.958
C: 6.825 -0.271 -1.024
C: 7.493 -0.325 -2.237
N: 4.729 0.169 0.205
C: 5.216 -0.209 1.386
C: 4.401 -0.125 2.533
C: 4.842 -0.526 3.820
C: 3.993 -0.436 4.887
C: 2.688 0.054 4.698
C: 2.320 0.426 3.423
N: 3.130 0.352 2.368
H: 4.969 0.612 -4.289
H: 3.784 0.714 -2.135
H: 7.377 -0.508 -0.126
H: 8.537 -0.607 -2.270
H: 6.214 -0.616 1.502
H: 5.850 -0.905 3.934
H: 4.324 -0.744 5.871
H: 1.986 0.135 5.515
H: 1.324 0.807 3.222
C: 0.246 2.575 1.155
C: 0.928 3.000 -0.157
C: 0.884 4.534 -0.264
C: 0.150 2.401 -1.342
N: 2.280 2.534 -0.252
H: -0.778 2.956 1.226
H: 0.817 2.949 2.009
H: 0.203 1.482 1.214
H: -0.141 4.917 -0.236
H: 1.357 4.846 -1.196
H: 1.444 4.979 0.562
H: -0.883 2.761 -1.329
H: 0.141 1.311 -1.285
H: 0.615 2.703 -2.283
C: 3.038 -2.883 0.070
C: 1.703 -2.187 -0.211
O: 0.663 -2.876 -0.344
N: 1.794 -0.889 -0.303
Te: -1.391 -0.986 0.336
C: -2.839 0.528 0.791
C: -3.011 0.898 2.133
C: -2.285 0.202 3.254
C: -3.859 1.957 2.451
C: -4.546 2.660 1.475
C: -5.448 3.814 1.829
C: -4.365 2.283 0.152
C: -3.521 1.238 -0.210
C: -3.369 0.918 -1.671
C: -2.636 -2.124 -0.944
C: -3.834 -2.667 -0.460
C: -4.265 -2.508 0.972
C: -4.648 -3.388 -1.331
C: -4.296 -3.597 -2.655
C: -5.188 -4.376 -3.586
C: -3.095 -3.068 -3.106
C: -2.255 -2.330 -2.279
C: -0.970 -1.795 -2.845
H: 2.868 -3.957 0.046
H: 3.418 -2.591 1.050
H: 3.784 -2.606 -0.677
H: -1.210 0.397 3.208
H: -2.409 -0.880 3.193
H: -2.648 0.550 4.221
H: -3.980 2.237 3.493
H: -5.544 3.921 2.909
H: -6.447 3.676 1.412
H: -5.055 4.753 1.433
H: -4.886 2.829 -0.629
H: -3.745 1.740 -2.282
H: -3.915 0.012 -1.941
H: -2.322 0.749 -1.923
H: -4.503 -1.469 1.207
H: -3.462 -2.809 1.647
H: -5.146 -3.119 1.175
H: -5.579 -3.801 -0.957
H: -6.051 -4.780 -3.057
H: -4.648 -5.210 -4.040
H: -5.555 -3.745 -4.398
H: -2.798 -3.230 -4.138
H: -0.945 -1.928 -3.927
H: -0.115 -2.300 -2.394
H: -0.846 -0.734 -2.619


(5)
Computed, not measured: a structure of composition C36H44AsF3N5OPbTe at a distorted geometry, with ωB97M-V/def2-TZVPD.

Properties
HOMO level: -3.8 eV
strongest force on any atom: 1.41 eV Å⁻¹
frontier orbital gap: 6.237 eV
energy above the lowest of the compared OMol25 structures with the same formula, charge and spin: 26.61 kcal/mol
charge: -1
LUMO energy: 2.4 eV

Element x y z (Å)
Pb: -0.346 -0.391 -0.984
O: -1.696 3.257 -3.746
C: -1.491 2.214 -3.086
N: -0.837 2.051 -1.959
C: -0.364 3.241 -1.303
C: -1.049 3.409 0.033
C: -1.446 4.665 0.493
C: -2.159 4.757 1.677
C: -2.494 3.595 2.354
C: -2.047 2.390 1.832
N: -1.314 2.304 0.729
C: -2.129 0.931 -3.597
C: -2.747 0.959 -4.845
C: -3.478 -0.134 -5.270
C: -3.584 -1.232 -4.427
C: -2.898 -1.204 -3.226
N: -2.175 -0.160 -2.823
H: 0.721 3.162 -1.138
H: -0.554 4.135 -1.908
H: -1.224 5.554 -0.082
H: -2.461 5.725 2.059
H: -3.080 3.619 3.264
H: -2.284 1.444 2.308
H: -2.637 1.858 -5.434
H: -3.968 -0.128 -6.236
H: -4.177 -2.095 -4.699
H: -2.903 -2.056 -2.556
N: 1.937 -1.000 0.772
C: 3.356 -1.162 0.468
C: 3.590 -1.304 -1.040
C: 3.263 -0.023 -1.834
N: 2.130 -0.229 -2.731
H: 1.782 -0.527 1.653
H: 1.463 -1.898 0.801
H: 3.797 -2.029 0.977
H: 3.885 -0.273 0.825
H: 2.951 -2.111 -1.409
H: 4.633 -1.592 -1.201
H: 4.164 0.326 -2.359
H: 2.966 0.766 -1.136
H: 2.334 -0.890 -3.471
H: 1.804 0.639 -3.141
F: -5.203 -4.234 6.757
C: -5.226 -4.736 5.505
F: -4.765 -6.007 5.592
F: -6.531 -4.842 5.155
C: -4.447 -3.916 4.534
C: -3.792 -2.759 4.932
C: -3.077 -2.020 4.007
C: -3.004 -2.422 2.669
C: -3.673 -3.594 2.285
C: -4.388 -4.331 3.206
C: -2.265 -1.683 1.701
C: -1.642 -1.102 0.827
H: -3.842 -2.436 5.963
H: -2.562 -1.119 4.314
H: -3.606 -3.913 1.253
H: -4.902 -5.234 2.902
C: 1.400 1.563 3.680
C: 2.793 1.810 3.111
As: 2.725 2.616 1.300
C: 4.692 2.653 0.956
C: 5.624 2.859 2.145
C: 2.558 4.469 1.978
C: 2.549 5.513 0.864
H: 1.457 1.124 4.679
H: 0.826 0.893 3.039
H: 0.837 2.494 3.755
H: 3.341 0.865 3.060
H: 3.353 2.478 3.767
H: 4.845 3.452 0.225
H: 4.949 1.724 0.443
H: 5.390 3.779 2.684
H: 6.662 2.930 1.811
H: 5.560 2.032 2.852
H: 3.373 4.666 2.679
H: 1.623 4.519 2.541
H: 3.510 5.531 0.346
H: 2.350 6.511 1.258
H: 1.781 5.278 0.123
Te: -0.456 -3.349 -1.319
C: -0.082 -4.071 -3.288
C: 1.201 -4.435 -3.698
C: 1.424 -5.041 -4.926
C: 0.363 -5.294 -5.785
C: -0.918 -4.926 -5.399
C: -1.134 -4.325 -4.168
H: 2.037 -4.254 -3.032
H: 2.430 -5.327 -5.210
H: 0.532 -5.776 -6.741
H: -1.758 -5.120 -6.056
H: -2.144 -4.060 -3.878